1.
21
Properties=species:S:1:pos:R:3:mulliken_charge:R:1 method="wB97M-V/def2-TZVPD" homo_lumo_gap_ev="7.1 / 7.1" lumo_energy_ev="-1.7 / -1.7" fmax_ev_per_a=4.60 relative_energy_kj_mol=0.0 molar_mass_g_mol=254.2 charge=0
C 0.4624 -0.0472 1.2532 -0.67
C 0.5174 -1.3337 -0.8139 -0.40
C -0.9129 0.0671 1.1392 -0.60
C -0.8221 -1.0271 -1.0002 -0.55
C 1.1867 -0.7702 0.3326 1.19
C -1.5115 -0.2657 -0.1002 0.27
C 2.6109 -0.9421 0.5100 -1.56
C -2.9086 0.0806 -0.2041 0.74
O 0.1468 3.3609 -0.2638 -0.48
O 2.2053 2.1627 -0.5525 -0.30
F -3.6269 -0.3391 0.8804 -0.26
F -3.2321 1.4063 -0.3455 -0.24
F -3.5427 -0.6297 -1.2511 -0.30
P 0.4931 2.0673 -0.7619 0.71
S 3.4141 1.0670 -0.8594 0.02
H 1.0029 0.0856 2.1824 0.38
H 1.1741 -2.0183 -1.4485 0.25
H -1.5356 0.6266 1.9077 0.27
H -1.3645 -1.2395 -1.8242 0.68
H 3.0878 -0.7396 1.3872 0.44
H 3.1552 -1.5717 -0.1675 0.41


2.
31
Properties=species:S:1:pos:R:3:mulliken_charge:R:1 method="wB97M-V/def2-TZVPD" homo_lumo_gap_ev=10.2 lumo_energy_ev=0.1 fmax_ev_per_a=0.55 molar_mass_g_mol=544.2 charge=0
O 1.2741 0.9425 2.3592 -0.44
S 2.4650 0.1780 2.0498 0.47
O 3.2550 0.9877 0.8968 -0.32
C 2.5257 1.8957 0.0558 -0.40
C 1.8965 1.2292 -1.1861 -0.29
I 2.9291 1.7873 -2.9791 0.13
C 1.8249 -0.2996 -1.1333 -1.36
C 1.0842 -0.8079 0.1062 0.15
S 0.2333 -2.4158 -0.1904 1.28
O 0.2592 -3.1752 1.0116 -0.66
O 0.6729 -2.9173 -1.4532 -0.65
C -1.6051 -2.0527 -0.4644 0.66
F -2.1819 -3.2368 -0.2615 -0.26
F -1.7827 -1.7056 -1.7395 -0.27
C -2.2864 -1.0123 0.4817 0.46
F -1.6178 -1.0017 1.6422 -0.23
F -3.5314 -1.4044 0.7278 -0.32
C -2.3552 0.4250 -0.1211 0.63
F -3.2820 0.4370 -1.0699 -0.28
F -1.1546 0.7201 -0.6758 -0.20
C -2.6871 1.5758 0.8732 0.51
F -3.9220 1.4182 1.3527 -0.24
F -1.8209 1.6197 1.8823 -0.18
F -2.6173 2.7340 0.2142 -0.25
O 1.9801 -1.1086 1.1627 -0.27
H 1.7475 2.3718 0.6571 0.27
H 3.2511 2.6579 -0.2203 0.41
H 0.8986 1.6476 -1.3191 0.36
H 1.3709 -0.6893 -2.0433 0.67
H 2.8367 -0.7090 -1.0807 0.56
H 0.3397 -0.0911 0.4644 0.08


3.
23
Properties=species:S:1:pos:R:3:mulliken_charge:R:1 method="wB97M-V/def2-TZVPD" homo_lumo_gap_ev=6.8 lumo_energy_ev=-13.4 fmax_ev_per_a=6.18 molar_mass_g_mol=311.9 charge=+3
O -5.0394 -0.0043 -0.4050 -0.13
C -3.9347 0.0583 -0.7225 0.14
Ga 0.9063 -0.1163 0.7048 0.68
O -0.1132 0.6500 -3.1197 0.00
C 0.3235 0.4596 -2.0831 0.03
C 2.9603 0.0372 0.0927 0.50
O 4.0791 0.1148 -0.1712 0.01
C 0.2061 -1.8232 -0.3391 0.49
O -0.2469 -2.7858 -0.7923 -0.03
C 0.1276 1.8221 0.4914 0.51
O -0.3610 2.8698 0.4651 -0.03
S 0.6010 -0.6590 2.9273 -0.08
C -1.1234 -0.6901 3.2105 0.09
N -1.8571 0.3500 3.6407 -0.04
C -3.1276 -0.0817 4.2068 -0.42
C -3.1417 -1.5783 3.9237 -0.41
N -1.8787 -1.7957 3.2453 -0.04
H -1.4784 1.2854 3.7104 0.25
H -3.9643 0.4326 3.7255 0.31
H -3.1583 0.1263 5.2845 0.31
H -3.9854 -1.8567 3.2886 0.31
H -3.1904 -2.1576 4.8526 0.31
H -1.5182 -2.6989 2.9672 0.26


4.
15
Properties=species:S:1:pos:R:3:mulliken_charge:R:1 method="wB97M-V/def2-TZVPD" homo_lumo_gap_ev=8.0 lumo_energy_ev=-6.2 fmax_ev_per_a=4.71 relative_energy_kj_mol=480.9 molar_mass_g_mol=116.1 charge=+1
C -0.7774 2.1589 2.3199 -0.34
C -1.0835 2.2621 1.0685 0.44
C -0.1762 -0.6722 -1.0342 0.71
C -0.7794 -1.2513 0.1485 -0.75
C -1.3038 1.9163 -0.1291 -0.13
C 1.3112 -1.0187 -0.9756 -0.37
C 0.8654 -1.0225 0.4436 -0.08
C 1.2730 0.2863 -0.2899 -0.75
N 0.0019 0.6903 -0.8975 -0.27
H -1.4667 -0.6941 0.6689 0.29
H -1.0578 -2.3638 0.1003 0.29
H -1.9880 2.0672 -1.0305 0.36
H 1.9143 -1.5824 -1.5668 0.54
H 1.1873 -1.6038 1.1694 0.60
H 2.0797 0.8276 0.0044 0.46


What did the first record say?
21
Properties=species:S:1:pos:R:3:mulliken_charge:R:1 method="wB97M-V/def2-TZVPD" homo_lumo_gap_ev="7.1 / 7.1" lumo_energy_ev="-1.7 / -1.7" fmax_ev_per_a=4.60 relative_energy_kj_mol=0.0 molar_mass_g_mol=254.2 charge=0
C 0.4624 -0.0472 1.2532 -0.67
C 0.5174 -1.3337 -0.8139 -0.40
C -0.9129 0.0671 1.1392 -0.60
C -0.8221 -1.0271 -1.0002 -0.55
C 1.1867 -0.7702 0.3326 1.19
C -1.5115 -0.2657 -0.1002 0.27
C 2.6109 -0.9421 0.5100 -1.56
C -2.9086 0.0806 -0.2041 0.74
O 0.1468 3.3609 -0.2638 -0.48
O 2.2053 2.1627 -0.5525 -0.30
F -3.6269 -0.3391 0.8804 -0.26
F -3.2321 1.4063 -0.3455 -0.24
F -3.5427 -0.6297 -1.2511 -0.30
P 0.4931 2.0673 -0.7619 0.71
S 3.4141 1.0670 -0.8594 0.02
H 1.0029 0.0856 2.1824 0.38
H 1.1741 -2.0183 -1.4485 0.25
H -1.5356 0.6266 1.9077 0.27
H -1.3645 -1.2395 -1.8242 0.68
H 3.0878 -0.7396 1.3872 0.44
H 3.1552 -1.5717 -0.1675 0.41